one) DFT (ωB97M-V with the def2-TZVPD basis set) results for 2 unconnected molecules or ions with the total composition C3H10N.

## Properties
* gap between HOMO and LUMO: 10.300 eV
* total charge: +1
* HOMO: -15.5 eV

Each atom is followed by the atoms it is bonded to, with distances in Å.
Cartesian coordinates (Å):
1 C -0.4150 -1.1846 2.8396  H2 1.050, H3 1.155, H4 1.181, H5 1.156
2 H -0.2703 -2.1932 3.0909  C1 1.050
3 H -1.5614 -1.2188 2.7041  C1 1.155
4 H 0.3066 -0.7619 2.0059  C1 1.181
5 H -0.2480 -0.5303 3.7774  C1 1.156
6 C -0.4892 -0.0299 -2.0201  N8 1.480, H9 1.090, H10 1.030, H11 1.118
7 C 0.8724 1.4327 -0.7313  N8 1.249, H12 1.074, H13 1.050
8 N 0.6427 0.9073 -1.8410  C6 1.480, C7 1.249, H14 1.102
9 H -1.1368 0.3268 -2.8210  C6 1.090
10 H -1.0553 -0.2574 -1.1905  C6 1.030
11 H 0.0949 -0.7326 -2.6637  C6 1.118
12 H 0.2217 1.0916 0.0514  C7 1.074
13 H 1.7003 2.0462 -0.5285  C7 1.050
14 H 1.3376 1.1040 -2.6733  N8 1.102



two) DFT (ωB97M-V with the def2-TZVPD basis set) results for 2 unconnected molecules or ions with the total composition C3H10N.

## Properties
* gap between HOMO and LUMO: 9.506 eV
* total charge: +1
* HOMO: -13.6 eV

Each atom is followed by the atoms it is bonded to, with distances in Å.
Cartesian coordinates (Å):
1 N 1.2063 -0.8278 1.6541  H2 0.989, H3 0.986, H4 0.979, H5 1.066
2 H 0.9071 -1.6735 2.0713  N1 0.989
3 H 1.4202 -0.9296 0.6965  N1 0.986
4 H 2.0518 -0.7158 2.1351  N1 0.979
5 H 0.4807 -0.0686 1.8372  N1 1.066
6 C 0.3687 0.5606 -1.5770  C7 1.467, H9 1.111, H10 1.062, H11 1.120
7 C -0.7202 -0.0162 -0.7817  C6 1.467, C8 1.371, H12 1.137
8 C -1.4040 0.5338 0.2721  C7 1.371, H13 1.117, H14 1.059
9 H 0.1197 0.8721 -2.6142  C6 1.111
10 H 1.0368 -0.1308 -2.0270  C6 1.062
11 H 0.9858 1.4045 -1.1739  C6 1.120
12 H -1.3802 -0.7554 -1.3392  C7 1.137
13 H -2.2874 -0.0999 0.5290  C8 1.117
14 H -1.2457 1.4226 0.8264  C8 1.059



Stability check: which of them is least stable? one).